Molecular formula: C42H55CaClNO2P2S2Si
Method: DFT, ωB97M-V with the def2-TZVPD basis set

ORCA input file:
```
! wB97M-V def2-TZVPD RIJCOSX def2/J DEFGRID3
* xyz -1 1
Ca -4.5711 -22.2291 -1.0817
C -8.3409 -25.3603 3.9639
C -7.7255 -25.9169 2.8073
C -7.4189 -25.1699 1.6624
C -7.8361 -23.8138 1.6050
C -8.5054 -23.2941 2.7146
C -8.7381 -23.9832 3.9490
P -7.2171 -22.8606 0.0968
C -7.8962 -21.1965 0.0259
C -7.5877 -20.2196 1.0013
C -7.7637 -18.8737 0.7477
C -8.3058 -18.4656 -0.4818
C -8.5322 -19.4236 -1.4429
C -8.3716 -20.7650 -1.1945
C -8.2330 -23.6703 -1.2370
C -9.4004 -24.3045 -1.0569
C -10.0978 -24.9226 -2.1350
C -9.5457 -24.8522 -3.3799
C -8.2167 -24.2925 -3.5760
C -7.5086 -24.4537 -4.8145
C -6.2251 -24.0195 -4.8721
C -5.6198 -23.3364 -3.7694
C -6.2766 -23.0479 -2.5911
C -7.5647 -23.7131 -2.4820
H -8.4570 -25.9983 4.8378
H -7.4639 -26.9369 2.8729
H -6.9780 -25.6704 0.8205
H -8.8081 -22.2345 2.7148
H -9.2159 -23.5082 4.8072
H -7.1257 -20.5036 1.9159
H -7.5486 -18.0775 1.5146
H -8.2759 -17.4115 -0.7513
H -8.8182 -19.2213 -2.4629
H -8.5287 -21.4629 -1.9964
H -9.8965 -24.3264 -0.0658
H -11.1011 -25.2218 -1.9856
H -10.0308 -25.2657 -4.2557
H -8.0312 -24.9323 -5.6670
H -5.6466 -24.1388 -5.8233
H -4.6482 -22.8986 -3.9065
C -4.9210 -16.7199 -0.6951
C -4.8623 -16.2393 -2.1325
C -6.1659 -16.1913 -2.9194
O -3.9521 -16.9798 -2.9790
P -3.4287 -18.5586 -2.8092
S -1.7333 -18.6130 -1.7732
S -5.0633 -19.6320 -2.3474
O -3.0258 -18.8861 -4.2916
C -4.0551 -18.9554 -5.2643
C -3.9123 -17.8416 -6.3214
C -3.9700 -20.3420 -5.9282
H -5.1508 -15.8588 -0.0569
H -3.9083 -17.1557 -0.4519
H -5.6117 -17.5154 -0.5117
H -4.3665 -15.2309 -2.1700
H -6.7696 -17.1258 -2.8790
H -5.9556 -15.9410 -3.9704
H -6.8235 -15.4395 -2.5004
H -5.0715 -18.8042 -4.7830
H -2.9902 -17.8417 -6.8533
H -4.0040 -16.9174 -5.7825
H -4.7607 -18.0268 -7.0019
H -2.8743 -20.5810 -5.9021
H -4.3229 -20.3145 -6.9563
H -4.4921 -21.1357 -5.3783
Cl -5.0780 -21.8846 5.0051
C -4.4560 -21.1376 3.6181
C -3.6842 -19.9103 3.6780
C -3.3105 -19.3067 2.5009
C -3.6850 -19.9121 1.2437
N -4.3596 -21.0583 1.2232
C -4.7476 -21.6303 2.3331
H -3.3912 -19.5388 4.6191
H -2.6895 -18.3982 2.4643
H -3.3810 -19.4412 0.3304
H -5.2829 -22.5815 2.3283
C -2.6532 -25.7392 -1.6515
Si -2.3962 -24.2122 -0.5379
C -2.6102 -25.0242 1.3114
C -2.2057 -23.9467 2.3790
C -4.1404 -25.3064 1.3395
C -1.9334 -26.3565 1.7251
C -0.4846 -23.7122 -0.9554
C -0.2787 -22.2436 -0.5112
C 0.6117 -24.6240 -0.3445
C -0.2915 -23.7242 -2.5029
H -1.7377 -26.3797 -1.7488
H -2.9471 -25.4519 -2.6646
H -3.4069 -26.3777 -1.2015
H -2.6993 -23.0033 2.3192
H -1.1114 -23.8141 2.2936
H -2.3306 -24.3794 3.4057
H -4.7303 -24.4714 1.0745
H -4.4386 -25.5549 2.3409
H -4.5082 -26.0756 0.6349
H -0.8533 -26.2310 1.6855
H -2.3543 -27.1310 1.0129
H -2.0906 -26.6725 2.7871
H -0.7534 -22.0580 0.4488
H -0.6428 -21.5668 -1.2392
H 0.8216 -22.0463 -0.3636
H 0.7712 -24.6209 0.7361
H 1.5893 -24.3987 -0.8032
H 0.3907 -25.6695 -0.6112
H -1.0165 -23.1560 -3.0363
H -0.3332 -24.7369 -2.9253
H 0.6738 -23.3063 -2.7359
*
```

## Properties
HOMO level = -4.08 eV
energy = -4745.18929 Eh